C4H12 | ωB97M-V/def2-TZVPD

Calculated values
E_HOMO = -10.90 eV
Kohn-Sham gap = 12.06 eV
Structure (SMILES) = CC.CC
Energy relative to the best compared isomer or geometry (same formula, charge and spin) = 161.4 kJ/mol
Molar mass = 60.14 g/mol

CARTESIAN COORDINATES (ANGSTROEM)
C -1.923 -0.358 1.467
C -0.775 0.687 1.854
H -2.850 -0.094 1.927
H -2.239 -0.431 0.369
H -1.649 -1.310 1.706
H -1.352 1.445 2.456
H -0.330 1.142 0.896
H -0.004 0.082 2.598
C 0.637 0.069 -1.840
C 2.104 -0.331 -1.488
H 0.516 1.114 -1.908
H 0.276 -0.538 -2.664
H -0.090 -0.545 -1.201
H 2.419 -0.625 -0.414
H 2.412 -1.186 -2.028
H 2.637 0.547 -1.698